1 | Here is a gas-phase ion, C3H4N3 (charge +1) from OMol25. Energies are from wB97M-V/def2-TZVPD.

net charge = +1
HOMO = -0.5686 Eh
Kohn-Sham gap = 8.9 eV

Atoms and positions in Å:
C -0.9182 0.6724 0.0310
C 2.2396 0.5537 0.0195
C 0.5775 -1.2394 -0.0192
N 1.6500 -0.4731 0.0239
N 0.0003 1.5158 -0.0482
N -0.6141 -0.7158 -0.0296
H -1.9948 0.8419 0.1401
H 0.7224 -2.3202 -0.0514
H -0.2382 2.5003 -0.0105
H -1.4245 -1.3355 -0.0556


2 | Here is a molecular structure, C3H4N3 from OMol25. Energies are from wB97M-V/def2-TZVPD.

net charge = +1
HOMO (spin up / spin down) = -0.6005 / -0.6120 Eh
Kohn-Sham gap (spin up / spin down) = 7.5 / 9.2 eV

Atoms and positions in Å:
C -1.8109 0.3096 -2.2026
C -0.5087 -0.4965 -0.8582
C 0.1059 0.3993 0.1776
N -2.8995 -0.2875 -1.5132
N -2.3463 -0.8467 -0.6046
N -0.6174 0.1669 -2.0290
H -0.2897 -1.5305 -0.8922
H 0.3034 -0.0460 1.1846
H -0.4945 1.2581 0.0087
H 1.0490 0.6214 -0.1331


Which structure is most stable? 1, by 424.4 kJ/mol over the runner-up.


1 | Here is a molecular structure, C3H16O5 from OMol25. Energies are from wB97M-V/def2-TZVPD.

HOMO = -0.3438 Eh
Kohn-Sham gap = 9.3 eV

Atoms and positions in Å:
C -12.7265 -21.6071 5.2011
O -12.6683 -22.9274 5.6086
H -13.4254 -21.0213 5.7981
H -11.7759 -21.0814 5.1109
H -13.1674 -21.5842 4.2046
H -13.5212 -23.3654 5.6570
C -15.9115 -21.9389 3.6564
O -14.5106 -21.7415 3.3071
H -16.0399 -22.9507 4.0410
H -16.3239 -21.2455 4.3894
H -16.4941 -21.8764 2.7373
H -14.1740 -22.4797 2.7939
C -11.8169 -19.3680 3.8447
O -10.7982 -20.3251 3.8658
H -11.3999 -18.3631 3.7781
H -12.4404 -19.5002 2.9605
H -12.4862 -19.4863 4.6968
H -11.0098 -20.9152 3.1387
O -14.3593 -19.8754 4.2952
H -14.8348 -20.6961 4.4242
H -13.9715 -19.9571 3.4239
O -14.1903 -18.6612 5.9022
H -14.1225 -19.3131 5.2046
H -14.6160 -17.9103 5.4884


2 | Here is 6 unconnected molecules or ions with the total composition C3H16O5 from OMol25. Energies are from wB97M-V/def2-TZVPD.

HOMO = -0.3738 Eh
SMILES string = C=CC.O.O.O.O.O
Kohn-Sham gap = 10.5 eV

Atoms and positions in Å:
C 1.9881 0.9646 -2.4628
C 0.6358 1.0174 -1.5530
C -0.0768 -0.1297 -1.5039
H 1.8943 1.8790 -3.0753
H 2.8743 0.9698 -1.7922
H 1.9722 0.1136 -3.2180
H 0.3704 2.0722 -1.4490
H -1.0783 -0.1999 -1.1496
H 0.2220 -1.0690 -1.9433
H -1.5046 2.3972 1.2987
H -2.1092 1.7824 0.0951
O -2.3194 2.2915 0.8302
H -0.1744 -3.4137 -0.4276
H 1.2591 -2.9810 -0.1501
O 0.7498 -3.5000 -0.8349
H 1.0797 1.3719 0.9365
H -0.2957 0.6048 0.8001
O 0.1784 1.3745 1.2241
H -1.9191 -1.0177 2.1469
H -2.0552 0.4714 1.9415
O -1.6323 -0.2869 1.5247
H 0.6378 -1.3018 0.8033
H 0.5630 -0.6749 2.1588
O 0.8963 -1.3939 1.7736


3 | Here is 6 unconnected molecules or ions with the total composition C3H16O5 from OMol25. Energies are from wB97M-V/def2-TZVPD.

HOMO = -0.3703 Eh
SMILES string = C=CC.O.O.O.O.O
Kohn-Sham gap = 10.5 eV

Atoms and positions in Å:
C 1.3258 -1.1223 -2.5339
C -0.0528 -0.7659 -1.9896
C -0.3152 -1.0129 -0.7173
H 1.6580 -2.0681 -2.1251
H 1.4510 -1.0361 -3.6086
H 1.9832 -0.3494 -2.1097
H -0.8322 -0.4590 -2.6696
H -1.3398 -0.8838 -0.3646
H 0.3274 -1.2651 0.1107
H -0.7577 -1.7144 2.8508
H 0.2051 -2.0807 1.8257
O -0.0659 -2.3748 2.7102
H 0.8212 3.0055 -2.0805
H -0.2155 1.9122 -2.3951
O -0.0595 2.6937 -1.8496
H -2.0051 1.7498 -0.0745
H -2.2096 2.6597 -1.2576
O -2.6225 1.9193 -0.7969
H 2.1787 -0.4837 0.6626
H 2.6346 -1.0367 2.1464
O 2.0155 -0.5335 1.6047
H -0.8481 0.2157 2.0653
H -0.6946 0.2433 3.5347
O -0.3238 0.6602 2.7461


4 | Here is 5 unconnected molecules or ions with the total composition C3H16O5 from OMol25. Energies are from wB97M-V/def2-TZVPD.

HOMO = -0.3683 Eh
SMILES string = CCCO.O.O.O.O
Kohn-Sham gap = 10.5 eV

Atoms and positions in Å:
C -2.3848 0.4579 0.1794
O -3.3537 -0.4824 -0.2934
C -2.5259 0.6073 1.6969
C -1.2186 0.4086 2.4518
H -1.4184 0.0182 -0.0728
H -2.4426 1.4679 -0.2440
H -3.5627 -0.2871 -1.2141
H -3.0217 1.5038 2.0594
H -3.1734 -0.2306 1.9650
H -0.5011 1.2306 2.3390
H -1.3738 0.3215 3.5188
H -0.6522 -0.4506 2.1091
H -0.2773 -5.0895 -4.4511
H -1.7954 -5.0973 -4.8623
O -1.1785 -5.0160 -4.1277
H 2.8615 4.0447 -1.7568
H 2.8108 2.8172 -0.8330
O 3.3180 3.2269 -1.5401
H 4.8892 0.2550 0.0517
H 4.3040 0.4274 -1.3290
O 4.0597 0.4511 -0.3970
H 2.4955 -0.9066 1.5115
H 2.2335 0.5493 1.3825
O 1.9078 -0.2271 1.8558


Which structure is most stable? 4, by 87.3 kJ/mol over the runner-up.


1 | Here is 2 unconnected molecules or ions with the total composition C3H3Cl from OMol25. Energies are from wB97M-V/def2-TZVPD.

HOMO (spin up / spin down) = -0.4015 / -0.4012 Eh
Kohn-Sham gap (spin up / spin down) = 6.7 / 6.7 eV

Atoms and positions in Å:
C -1.8276 0.2971 -0.5026
C -2.8599 -0.0894 -0.9111
C 0.8599 0.0233 0.4088
Cl 1.5732 -0.9069 -0.8400
H 1.1853 -0.4259 1.3156
H -0.3193 0.1364 0.3260
H 1.3885 0.9654 0.2033


2 | Here is a molecular structure, C3H3Cl from OMol25. Energies are from wB97M-V/def2-TZVPD.

HOMO = -0.3356 Eh
Kohn-Sham gap = 7.7 eV

Atoms and positions in Å:
C -0.1246 -1.0654 0.0492
C 1.3163 0.2279 0.6682
C -0.0439 0.3253 -0.3022
Cl 2.8164 -0.0939 -0.0859
H 0.5359 -1.2090 0.8948
H -0.2215 0.6816 -1.3593
H -0.6364 0.9821 0.3821


Which structure is most stable? 2, by 187.8 kJ/mol over the runner-up.


1 | Here is 2 unconnected molecules or ions with the total composition CH4N3S2 from OMol25. Energies are from wB97M-V/def2-TZVPD.

net charge = +1
HOMO (spin up / spin down) = -0.5401 / -0.5402 Eh
Kohn-Sham gap (spin up / spin down) = 7.8 / 7.8 eV

Atoms and positions in Å:
C -0.4999 1.4266 -0.2093
N -0.8101 0.7019 -1.1486
N 0.4735 -1.1794 0.7675
N -0.3154 2.3189 0.5167
S -0.9556 -0.8858 -1.3031
S -0.1166 -1.3814 -2.9288
H 0.0058 -1.1923 1.7014
H 0.7906 -2.1902 0.6132
H 0.1540 3.1529 0.8717
H 1.2737 -0.7712 1.1192


2 | Here is a gas-phase ion, CH4N3S2 (charge +1) from OMol25. Energies are from wB97M-V/def2-TZVPD.

net charge = +1
HOMO = -0.5196 Eh
Kohn-Sham gap = 8.2 eV

Atoms and positions in Å:
C -0.4182 0.4695 1.0912
N -0.2976 -0.6837 1.1534
N -0.7286 1.7049 0.9777
N 0.7563 -0.4727 -1.0979
S -0.4750 -3.0308 -1.0921
S 0.6835 -1.8835 -0.1645
H -1.2865 1.9869 0.1727
H -0.6428 2.3559 1.7467
H 1.4284 0.1846 -0.7119
H 0.9804 -0.6311 -2.0752


Which structure is most stable? 2, by 22.0 kJ/mol over the runner-up.


1 | Here is 2 unconnected molecules or ions with the total composition C2H7NO from OMol25. Energies are from wB97M-V/def2-TZVPD.

HOMO = -0.2643 Eh
Kohn-Sham gap = 6.2 eV

Atoms and positions in Å:
O 0.6898 1.6181 -1.8713
H 1.6678 1.4981 -2.0516
C -0.0725 -0.8535 0.4334
C 0.6134 -0.3945 1.5725
N -1.0015 -0.0433 -0.3703
H -0.0789 -1.8514 0.0009
H 1.7206 -0.3680 1.5394
H 0.0474 -0.0605 2.5158
H -1.3535 0.7901 0.1032
H -0.4186 0.3287 -1.2367
H -1.8141 -0.6636 -0.6354


2 | Here is a molecular structure, C2H7NO from OMol25. Energies are from wB97M-V/def2-TZVPD.

HOMO = -0.3190 Eh
Kohn-Sham gap = 8.1 eV

Atoms and positions in Å:
C -0.9364 -0.1629 -0.7016
C -0.4218 0.1285 1.2607
N -0.0931 -0.8033 0.4093
H -0.6988 -0.7119 -1.6215
H -0.6605 0.8825 -0.9239
H -1.9997 -0.3312 -0.5246
H 0.0072 1.1407 1.2098
H -1.1540 -0.0671 2.0569
H 1.2597 -0.2341 -0.1316
H 2.7298 -0.2001 -0.4302
O 1.9675 0.3589 -0.6035


3 | Here is 2 unconnected molecules or ions with the total composition C2H7NO from OMol25. Energies are from wB97M-V/def2-TZVPD.

HOMO = -0.3267 Eh
SMILES string = C=CN.O
Kohn-Sham gap = 9.7 eV

Atoms and positions in Å:
C 0.0446 0.9333 -0.0604
C -0.4698 -0.0772 -0.6424
N -1.2588 0.1813 -1.8667
H 0.0156 0.9221 1.0508
H 0.2102 1.7788 -0.7482
H -0.4612 -1.1348 -0.4810
H -2.0910 0.7168 -1.7550
H -1.4679 -0.6613 -2.3618
H 2.1122 -0.6252 1.5994
H 1.2115 -1.1072 2.7221
O 2.1545 -0.9266 2.5432


4 | Here is 2 unconnected molecules or ions with the total composition C2H7NO from OMol25. Energies are from wB97M-V/def2-TZVPD.

HOMO = -0.3774 Eh
SMILES string = NC=O.C
Kohn-Sham gap = 11.1 eV

Atoms and positions in Å:
C 0.8080 -1.3136 -2.2784
H 1.7029 -0.7800 -1.9726
H 0.6634 -2.1896 -1.6439
H 0.7318 -1.6472 -3.3056
H -0.0292 -0.6526 -2.0476
C -0.2011 0.1890 1.2252
N 0.3717 1.2858 0.5929
O -1.3812 0.0045 1.1356
H 0.5432 -0.3446 1.8293
H 1.3741 1.4264 0.4526
H -0.2060 1.6863 -0.1397


Which structure is most stable? 4, by 178.7 kJ/mol over the runner-up.


1 | Here is 2 unconnected molecules or ions with the total composition C2H7NO from OMol25. Energies are from wB97M-V/def2-TZVPD.

HOMO = -0.2909 Eh
SMILES string = C=CN.O
Kohn-Sham gap = 8.9 eV

Atoms and positions in Å:
C -0.4132 -0.3395 0.8738
C -0.5397 -1.1252 -0.3069
N 0.4776 -1.3512 -1.1791
H 0.5275 -0.1045 1.3459
H -1.2354 -0.3063 1.5762
H -1.5614 -1.1430 -0.7297
H 1.4967 -1.3742 -1.0581
H 0.0087 -1.6685 -2.0648
H 0.5874 3.1480 0.7291
H -0.0473 1.9117 0.6665
O 0.6993 2.3527 0.1472


2 | Here is 2 unconnected molecules or ions with the total composition C2H7NO from OMol25. Energies are from wB97M-V/def2-TZVPD.

HOMO = -0.3046 Eh
SMILES string = C=CN.O
Kohn-Sham gap = 9.3 eV

Atoms and positions in Å:
O -0.1480 -2.7295 1.5403
H 0.4708 -3.4684 1.4044
C 0.1912 1.2812 -0.2870
C -0.9308 0.6593 -0.0512
N 0.7485 1.4497 -1.5045
H 0.6018 1.9241 0.4811
H -1.5348 0.1021 -0.7026
H -1.3678 0.8639 0.9991
H 0.2488 0.9816 -2.2788
H 0.2886 -1.9251 1.7060
H 1.6750 1.5664 -1.3712


3 | Here is 2 unconnected molecules or ions with the total composition C2H7NO from OMol25. Energies are from wB97M-V/def2-TZVPD.

HOMO = -0.3028 Eh
SMILES string = C=CN.O
Kohn-Sham gap = 9.2 eV

Atoms and positions in Å:
C -1.4454 1.0040 0.3591
C -0.6025 0.2895 -0.4716
N 0.6400 0.6125 -0.9187
H -1.1839 2.0394 0.5144
H -2.4281 0.5382 0.6372
H -0.9605 -0.6998 -0.9219
H 1.2092 1.4149 -0.7099
H 1.0273 -0.0371 -1.5773
H 1.0336 -2.2731 1.5873
H 1.1809 -1.0153 0.6439
O 1.5295 -1.8734 0.8575


4 | Here is 2 unconnected molecules or ions with the total composition C2H7NO from OMol25. Energies are from wB97M-V/def2-TZVPD.

HOMO = -0.3585 Eh
SMILES string = CC=O.N
Kohn-Sham gap = 10.6 eV

Atoms and positions in Å:
N 2.5117 -2.3931 1.0942
H 2.8454 -3.3398 1.3787
H 1.4655 -2.2867 0.9650
H 2.8481 -1.6598 1.7038
O -0.5150 1.6547 -2.2740
C -1.1897 1.9900 -1.3279
C -1.5128 0.9526 -0.2477
H -1.7286 2.9806 -1.1588
H -2.6170 0.8906 -0.1109
H -1.0341 1.1277 0.7233
H -1.0737 0.0832 -0.7457


Which structure is most stable? 4, by 9.8 kJ/mol over the runner-up.


1 | Here is a single C2HNO molecule from OMol25. Energies are from wB97M-V/def2-TZVPD.

HOMO = -0.4320 Eh
SMILES string = N#CC=O
Kohn-Sham gap = 10.7 eV

Atoms and positions in Å:
C 0.0682 -0.4706 0.4012
C -0.2519 0.6337 -0.5426
H 0.6999 -0.2156 1.1317
N -0.0605 1.6155 -1.2344
O -0.4556 -1.5630 0.2440


2 | Here is a single C2HNO molecule from OMol25. Energies are from wB97M-V/def2-TZVPD.

HOMO (spin up / spin down) = -0.3460 / -0.3479 Eh
SMILES string = C#CN=O
Kohn-Sham gap (spin up / spin down) = 7.5 / 7.6 eV

Atoms and positions in Å:
C 0.4745 -0.8143 -0.8166
C -0.1814 -0.1747 0.0594
N -0.4334 0.5159 1.0933
O -0.9433 1.6871 1.2500
H 1.0836 -1.2141 -1.5861


Which structure is most stable? 1, by 381.4 kJ/mol over the runner-up.